20
Properties=species:S:1:pos:R:3:nbo_charge:R:1 method="wB97M-V/def2-TZVPD" spin_multiplicity=1 homo_energy_ev=-9.3 de_lowest_kj_mol=245.3 smiles=CCNCCO.O energy_ev=-9941.65390 orbital_gap_ev=10.18
C -1.51205 -0.27397 -0.47042 -0.104
H -2.23747 3.28914 -1.76394 0.486
H -1.67368 -0.33295 -1.55935 0.173
H 0.88113 -0.98193 -1.39538 0.358
H 1.53591 -0.23678 2.60963 0.202
N 0.87666 -0.48729 -0.49388 -0.630
C -0.41350 -1.19526 0.02325 -0.268
H -2.39516 -0.35974 1.10317 0.455
O -2.76488 -0.62969 0.24646 -0.713
H 2.82497 -0.37013 -0.14363 0.196
H 2.16148 -1.82263 0.76850 0.176
C 1.90587 0.26592 1.64387 -0.635
C 2.03674 -0.73467 0.42049 -0.223
H -1.70173 2.05345 -2.73617 0.475
H 1.21583 1.23535 1.49942 0.225
H 2.88620 0.63867 1.90215 0.212
H -0.50638 -1.32417 1.16959 0.189
O -1.44712 2.75113 -2.16281 -0.959
H -0.54773 -2.28469 -0.37280 0.187
H -1.12510 0.80025 -0.28814 0.199